This record from OMol25 describes a single C3H10N4O molecule at a distorted geometry. The level of theory is the ωB97M-V functional and the def2-TZVPD basis.

Summary:
Gap between HOMO and LUMO in eV: 9.1851
LUMO energy in eV: 0.7
HOMO in eV: -8.4
Total energy in eV: -11280.203
SMILES: [H]/N=C(\N)CC(N)(N)O
ΔE to the lowest compared entry with this formula, charge and spin in kJ/mol: 192.7

XYZ file:
```
18
Properties=species:S:1:pos:R:3:lowdin_charge:R:1
C 1.262 0.724 -0.025 -0.551
C 0.986 -0.688 0.107 -0.037
C -0.909 -0.705 0.103 -0.638
N 1.075 1.470 1.022 0.066
N 1.215 1.224 -1.334 0.115
N -1.257 -1.949 0.644 0.100
O -1.197 -0.615 -1.253 -0.004
N -1.376 0.373 0.863 0.083
H -1.376 0.323 -1.449 0.099
H 1.230 2.459 0.838 0.037
H -0.820 0.421 1.768 0.116
H 1.296 0.561 -2.091 0.091
H 1.376 2.213 -1.449 0.092
H -2.058 -1.958 1.260 0.091
H -0.867 -2.744 0.160 0.094
H -1.117 1.287 0.504 0.069
H 1.273 -1.092 1.072 0.091
H 1.264 -1.304 -0.741 0.085
```